Record 1
Below is an isolated molecule of ClH5Si3, with properties calculated with ωB97M-V with the def2-TZVPD basis set.

```
9
Properties=species:S:1:pos:R:3:nbo_charge:R:1
Cl -2.598 0.126 -0.348 -0.4501
Si -0.953 0.023 1.185 0.5285
Si 0.886 1.129 -0.364 0.2822
Si 0.550 -1.187 -0.136 0.2632
H -1.754 0.336 2.254 -0.1498
H 2.064 1.834 -0.012 -0.1357
H 0.561 1.874 -1.539 -0.1298
H -0.356 -1.982 -1.109 -0.0831
H 1.600 -2.152 0.068 -0.1254
```

energy = -1331.57717 a.u.
frontier orbital gap = 7.99 eV
LUMO = -0.40 eV
SMILES = Cl[SiH]1[SiH2][SiH2]1
molecular weight = 124.751 g mol⁻¹
energy relative to the best compared isomer or geometry (same formula, charge and spin) = 0.547 eV



Record 2
Below is a cluster of 5 separate species, ClH8O8 in total, with properties calculated with ωB97M-V with the def2-TZVPD basis set.

```
17
Properties=species:S:1:pos:R:3:nbo_charge:R:1
Cl -0.842 -1.192 -1.397 2.5580
O -2.063 -1.262 -2.153 -0.8818
O -1.129 -1.413 -0.013 -0.8877
O 0.149 -2.134 -1.803 -0.8736
O -0.321 0.149 -1.649 -0.9130
O -3.740 2.058 -0.667 -0.9510
H -3.385 2.852 -1.068 0.4589
H -3.149 1.361 -0.951 0.4910
O 1.217 1.308 2.330 -0.9490
H 0.577 1.219 1.624 0.4831
H 2.021 0.929 1.976 0.4654
O 4.435 1.302 -2.314 -0.9464
H 3.713 0.713 -2.096 0.4805
H 4.083 1.870 -2.999 0.4657
O -0.519 -2.370 4.052 -0.9458
H -0.505 -3.325 3.984 0.4601
H -0.543 -2.065 3.145 0.4857
```

energy = -1066.73031 a.u.
charge = -1
frontier orbital gap = 9.30 eV
LUMO = 3.14 eV
molecular weight = 171.509 g mol⁻¹
energy relative to the best compared isomer or geometry (same formula, charge and spin) = 0.283 eV



Record 3
Below is a cluster of 2 separate species, ClHN2O in total, with properties calculated with ωB97M-V with the def2-TZVPD basis set.

```
5
Properties=species:S:1:pos:R:3:nbo_charge:R:1
N 0.951 0.179 -0.010 -0.2127
N -0.135 0.605 -0.022 0.3425
O -0.665 1.648 -0.018 -0.2802
Cl 1.242 -1.513 -0.015 0.1769
H -1.393 -0.919 0.065 -0.0265
```

energy = -645.29235 a.u.
frontier orbital gap (alpha / beta) = 9.07 / 8.83 eV
LUMO (alpha / beta) = -1.50 / -1.10 eV
molecular weight = 80.474 g mol⁻¹
energy relative to the best compared isomer or geometry (same formula, charge and spin) = 6.067 eV



Record 4
Below is a cluster of 2 separate species, ClHN6 in total, with properties calculated with ωB97M-V with the def2-TZVPD basis set.

```
8
Properties=species:S:1:pos:R:3:nbo_charge:R:1
N -0.798 0.487 -0.053 0.2504
N -3.241 -1.578 1.805 -0.0462
N -1.399 0.718 -0.967 -0.0570
N -3.474 -1.049 0.823 0.2150
N -0.170 0.379 0.975 -0.5770
N -3.473 -0.507 -0.246 -0.3474
Cl -4.744 0.490 -0.732 0.1774
H -0.205 -0.504 1.491 0.3847
```

energy = -789.14685 a.u.
frontier orbital gap = 9.32 eV
LUMO = -0.53 eV
molecular weight = 120.503 g mol⁻¹
energy relative to the best compared isomer or geometry (same formula, charge and spin) = 0.000 eV